69
Properties=species:S:1:pos:R:3 method="wB97M-V/def2-TZVPD" total_charge=0 largest_force_ev_per_a=2.6 relative_energy_ev=2.256 homo_energy_ha=-0.308 orbital_gap_ev=8.59
C -1.292 -0.121 2.324
C -2.318 -0.025 1.256
C -2.834 1.417 0.948
O -2.331 1.669 -0.355
C -1.929 0.540 -0.933
O -1.690 0.383 -2.086
O -1.856 -0.459 -0.022
H -1.123 -1.190 2.484
H -1.584 0.253 3.304
H -0.328 0.326 2.076
H -3.208 -0.576 1.575
H -2.335 2.081 1.658
H -3.905 1.608 0.954
C 0.526 2.891 -5.012
C 0.346 1.452 -4.487
C 0.566 0.390 -5.625
O 1.371 -0.586 -4.993
C 1.926 -0.074 -3.881
O 2.621 -0.698 -3.149
O 1.503 1.186 -3.699
H 1.004 3.475 -4.224
H -0.427 3.379 -5.215
H 1.189 2.907 -5.872
H -0.546 1.300 -3.880
H 1.012 0.869 -6.497
H -0.386 -0.006 -5.975
C 3.240 -0.970 8.152
C 3.427 -0.639 6.676
C 3.390 -1.834 5.735
O 2.364 -1.528 4.752
C 1.832 -0.332 5.042
O 0.863 0.149 4.543
O 2.365 0.180 6.172
H 3.728 -0.228 8.782
H 3.801 -1.899 8.292
H 2.218 -1.109 8.496
H 4.362 -0.092 6.538
H 3.099 -2.790 6.162
H 4.316 -1.811 5.160
C 0.947 -1.982 0.380
S 1.683 -3.095 -0.853
O 1.549 -4.494 -0.334
C 0.371 -2.890 -2.097
H 0.109 -2.556 0.779
H 0.757 -1.026 -0.098
H 1.587 -1.803 1.246
H 0.837 -3.082 -3.063
H -0.097 -1.907 -2.213
H -0.488 -3.542 -1.943
C 1.098 2.826 -0.107
S 1.781 3.433 1.440
O 2.457 4.703 0.989
C 0.254 3.962 2.304
H 0.472 1.938 0.032
H 1.960 2.598 -0.730
H 0.448 3.491 -0.679
H -0.239 3.055 2.660
H -0.410 4.475 1.605
H 0.449 4.663 3.110
C -3.463 -2.558 -2.653
S -3.059 -1.979 -4.272
O -3.050 -3.180 -5.188
C -4.367 -0.754 -4.569
H -2.661 -3.219 -2.333
H -4.324 -3.233 -2.724
H -3.620 -1.751 -1.943
H -4.450 0.047 -3.836
H -5.304 -1.319 -4.540
H -4.201 -0.309 -5.546